(1)
ORCA calculation (ωB97M-V/def2-TZVPD) on a 5-piece molecular cluster, C49H59ClF5N7O14PS overall at a distorted geometry.

Net charge ... +1
Frontier orbital gap ... 8.550 eV
Highest occupied orbital energy ... -11.08 eV

Last column: Mulliken charge in e.
Atoms and positions in Å:
Cl  -4.55794  4.55833  -3.84723  -0.166
S  -0.15314  1.58954  -2.99343  -0.214
P  -1.48199  3.66523  1.72225  1.135
F  -4.81499  4.14692  -1.13712  -0.116
F  -4.47441  1.58830  1.09035  -0.224
F  -5.47861  3.38091  1.66528  -0.288
F  -6.01898  2.38486  -0.12644  -0.197
F  -3.82224  4.76400  0.61039  -0.356
O  1.54619  -0.39511  2.50496  -0.661
O  -2.72020  3.06020  2.47222  -0.514
O  -1.85513  -0.76602  -0.12232  -0.520
O  -1.12691  0.43176  -0.37621  0.231
O  -2.00255  -10.02699  4.80347  -0.588
O  -0.29415  3.03868  2.55039  -0.551
O  -0.89020  4.11894  -2.42106  -0.588
O  1.11561  -2.15359  -0.19485  -0.418
O  8.45755  -1.98645  0.70348  -0.641
O  6.76176  -1.57406  -0.55121  -0.579
O  -1.58305  -8.11550  3.91607  -0.662
O  -8.58643  1.27655  -1.66540  -0.603
O  2.81519  0.11122  0.85586  -0.678
O  2.75743  -3.41428  -0.74543  -0.600
N  1.69345  -3.23084  -0.20202  1.027
N  -1.34823  5.20021  1.70028  -0.954
N  7.88723  -2.00391  -0.37115  1.000
N  2.58327  -0.51291  1.87524  1.229
N  -1.37942  -8.99376  4.73852  1.041
N  -1.53615  2.77258  0.07280  0.961
N  -7.39273  -0.04559  -3.02958  -0.253
C  -7.91629  2.31506  -3.65415  -0.783
C  1.06963  -4.37293  0.48391  0.247
C  8.59374  -2.58798  -1.51653  0.215
C  1.00689  2.17750  0.06302  -1.128
C  -1.57102  1.34541  0.57440  -1.594
C  -1.11054  6.40032  -1.22173  -0.849
C  0.41897  -7.59619  5.66587  -0.278
C  9.85856  -3.11225  -1.32354  -0.391
C  -0.73497  -5.30417  1.73216  -0.975
C  10.51403  -3.67759  -2.40391  -0.486
C  5.72896  -2.47953  2.12226  -0.211
C  -4.01022  3.69433  -0.15422  0.326
C  4.27049  -3.08693  3.95008  -0.582
C  -0.29598  -8.77852  5.70984  0.150
C  1.01266  -9.57409  7.53139  -0.400
C  -4.97095  0.25468  -2.40708  -0.625
C  -2.22490  8.51047  -0.82262  -0.902
C  4.77936  -1.58156  1.66471  -0.002
C  -3.21680  1.84092  -1.58188  -1.620
C  -0.12432  3.03265  -0.46992  1.355
C  -5.00867  2.71367  0.63353  0.523
C  -1.06797  7.74335  -0.84367  -0.407
C  -2.85636  4.14151  -3.51924  0.713
C  3.32018  -2.18652  3.50541  -0.516
C  -0.04957  3.11650  -1.98344  -0.202
C  -7.98269  1.16555  -2.69486  0.675
C  -3.46170  6.56328  -1.58666  -0.216
C  -1.03230  4.22430  -5.37199  -1.172
C  7.96913  -2.60351  -2.75000  -0.276
C  -0.15343  -4.21310  1.11020  -0.045
C  1.44846  -7.40839  6.57274  -0.437
C  9.90330  -3.70840  -3.65064  -0.426
C  2.42988  4.09619  1.05986  -1.447
C  -3.42450  7.90851  -1.21451  -1.078
C  1.73046  -5.58731  0.47379  -0.509
C  -0.09334  -6.53618  1.72479  -0.402
C  8.63501  -3.16959  -3.82346  -0.497
C  -5.99616  -0.00928  -3.51477  -1.205
C  -2.27781  4.27334  -2.04268  -0.324
C  -2.72932  3.17478  -0.91644  1.352
C  1.13951  -6.67294  1.09945  -0.677
C  -2.31667  5.75668  -1.58292  0.807
C  2.36639  2.89466  0.12968  -0.604
C  -2.01576  5.00809  -4.49959  -0.805
C  -0.02027  -9.77160  6.63032  -0.475
C  1.74717  -8.39633  7.50184  -0.497
C  -4.40990  1.68630  -2.53574  -1.281
C  3.59320  -1.45136  2.36459  -0.105
C  5.46790  -3.23401  3.25897  -0.784
H  -5.79493  -0.95524  -4.00627  0.369
H  0.87584  1.74422  1.04372  0.080
H  0.36452  3.73337  2.70312  0.354
H  0.95933  3.47641  -2.15613  0.791
H  3.02513  2.14382  0.54543  0.440
H  2.01976  -6.49092  6.55319  0.432
H  -7.40050  -0.56661  -2.15860  0.321
H  6.64649  -2.58299  1.56859  0.202
H  6.98223  -2.18440  -2.87324  0.457
H  -1.12174  -1.38446  0.01220  0.260
H  -2.63871  3.12319  -3.81844  0.333
H  -2.36200  1.44347  -2.11678  0.607
H  8.16306  -3.19277  -4.79539  0.375
H  -4.08812  1.74087  -3.56962  1.009
H  2.35582  3.79678  2.10230  0.290
H  1.14564  1.28176  -3.02906  0.262
H  6.20576  -3.94226  3.61216  0.445
H  -7.42495  2.07820  -4.58990  0.307
H  -0.81598  4.83330  -6.24345  0.521
H  10.32513  -3.08241  -0.35075  0.445
H  1.18313  1.30283  -0.55470  0.325
H  -2.53731  1.06236  0.95129  0.565
H  -3.40336  1.10486  -0.81756  0.869
H  -1.43773  3.26523  -5.67242  0.291
H  -5.40222  0.10071  -1.42240  0.411
H  0.18022  -6.83475  4.93844  0.472
H  -4.41319  6.18122  -1.89202  0.395
H  1.71996  4.89001  0.83262  0.275
H  -1.36556  5.62482  0.77657  0.205
H  -0.64984  -3.25580  1.12022  0.385
H  11.50163  -4.09608  -2.27230  0.378
H  -1.69283  -5.19779  2.22244  0.452
H  -5.24308  2.36602  -2.45638  -0.350
H  -5.94253  0.74484  -4.29233  0.387
H  -7.34773  3.11417  -3.18531  -0.005
H  -0.93073  1.26172  1.45191  0.950
H  3.41202  4.55473  0.97094  0.493
H  -0.09052  4.08976  -4.85082  0.124
H  -2.71694  5.44932  -5.19881  0.741
H  2.38747  -2.06267  4.03442  0.504
H  1.24551  -10.34142  8.25588  0.377
H  10.41749  -4.15480  -4.49084  0.386
H  -0.13128  8.19294  -0.55676  0.478
H  0.10190  4.06304  -0.20571  -0.182
H  -2.52920  2.93038  3.41115  0.397
H  -0.59757  -10.68350  6.64507  0.463
H  -1.53867  5.85272  -4.01495  0.148
H  4.96835  -0.99858  0.78060  0.634
H  -2.21200  9.54571  -0.52629  0.419
H  -0.16801  5.88018  -1.22434  0.281
H  -0.56339  -7.38217  2.21077  0.615
H  2.68626  -5.68803  -0.01729  0.534
H  -4.33211  8.48879  -1.22881  0.481
H  -8.92151  2.67644  -3.82545  0.392
H  -4.12972  -0.41452  -2.57944  0.324
H  4.07833  -3.67550  4.83620  0.451
H  2.55560  -8.24829  8.20494  0.384
H  1.64138  -7.63035  1.09548  0.417
H  2.76429  3.10112  -0.86187  0.433

Forces on the atoms, in the same order (eV/Å):
Cl -0.167 -0.301 -0.007
S -0.247 -0.118 -0.266
P 0.233 3.214 0.780
F -0.100 -0.039 -0.460
F 0.319 -0.601 0.182
F -0.216 0.342 0.558
F -0.573 -0.326 -0.679
F 0.582 0.027 0.712
O -0.103 0.002 0.091
O -0.128 -0.597 -0.328
O -0.211 -0.047 -0.024
O 0.139 0.216 -0.360
O -0.040 -0.067 0.006
O 0.019 -0.559 0.183
O -0.281 -0.261 -0.001
O -0.323 0.033 0.094
O 0.107 0.035 -0.117
O 0.209 0.007 -0.146
O -0.069 -0.036 0.136
O -0.711 0.095 1.164
O 0.228 -0.428 0.247
O 0.097 0.022 -0.020
N 0.051 -0.049 -0.032
N 0.256 -1.372 -0.885
N 0.061 0.094 -0.125
N -0.096 0.139 -0.209
N -0.033 0.037 -0.036
N -0.041 -0.645 0.896
N 1.015 0.316 0.394
C 0.468 0.017 -0.225
C -0.041 -0.022 0.039
C 0.043 -0.058 -0.084
C 0.921 -0.590 0.106
C -0.123 -1.044 0.860
C -0.436 0.181 -0.016
C 0.069 0.170 -0.059
C 0.154 -0.050 0.090
C 0.027 -0.049 0.016
C -0.046 -0.001 -0.087
C -0.369 -0.130 0.097
C -0.614 0.120 -0.489
C 0.102 -0.017 -0.053
C 0.073 0.021 0.055
C 0.050 0.084 -0.006
C 0.534 0.572 -0.804
C -0.451 -0.680 -0.309
C -0.054 0.078 0.010
C 0.531 0.031 -0.321
C 0.695 0.411 -0.519
C 0.436 0.510 0.312
C -0.432 -0.141 -0.025
C 0.692 0.410 0.108
C -0.131 -0.079 0.138
C -0.060 -0.444 0.277
C 0.109 0.006 -0.693
C 0.137 0.318 0.037
C 0.222 0.679 0.611
C -0.137 0.026 -0.129
C -0.109 0.090 0.039
C 0.011 -0.084 0.052
C -0.011 0.008 0.014
C 0.461 0.251 -0.419
C 0.786 -0.223 0.108
C 0.130 -0.160 -0.031
C 0.008 -0.057 -0.041
C 0.091 -0.040 0.018
C -0.736 -0.274 -0.030
C 0.668 0.842 -0.067
C -1.065 -0.545 -0.678
C -0.078 0.047 0.046
C 0.351 0.670 0.354
C -0.352 0.024 0.312
C -0.331 -0.005 -0.591
C -0.007 -0.161 0.096
C -0.006 0.000 -0.008
C -0.505 -0.588 -0.264
C 0.069 -0.105 0.014
C 0.073 -0.004 -0.021
H 0.009 -0.193 0.004
H -0.343 0.163 0.137
H 0.142 0.018 -0.129
H 0.133 0.146 -0.114
H 0.209 -0.023 -0.128
H 0.001 0.020 -0.004
H -0.365 -0.429 -0.164
H -0.015 -0.052 0.290
H -0.019 0.020 0.097
H 0.268 -0.116 -0.043
H -0.528 -0.292 0.037
H 0.051 -0.100 -0.040
H -0.015 0.006 -0.011
H 0.202 0.287 -0.124
H -0.203 -0.063 0.167
H 0.150 0.161 0.070
H 0.010 -0.008 0.010
H -0.128 -0.031 -0.235
H 0.002 -0.102 -0.289
H -0.074 0.040 0.047
H -0.390 -0.093 -0.261
H -0.397 0.231 -0.360
H 0.047 0.055 0.373
H 0.007 -0.165 -0.147
H 0.006 -0.213 0.166
H -0.073 -0.051 -0.043
H -0.142 -0.163 -0.013
H -0.232 0.035 0.093
H -0.197 0.474 0.339
H 0.054 0.059 -0.007
H 0.017 0.000 0.012
H -0.011 0.001 0.004
H 0.092 0.352 0.334
H 0.157 0.118 -0.099
H -0.013 0.169 0.110
H 0.234 0.387 -0.108
H 0.114 0.098 0.027
H 0.111 -0.338 0.011
H -0.260 0.107 0.069
H -0.042 0.065 -0.062
H -0.008 -0.016 0.009
H 0.010 0.002 -0.012
H 0.191 -0.038 0.004
H -0.292 0.151 0.298
H -0.165 -0.124 0.082
H -0.056 0.020 -0.080
H 0.126 -0.019 0.215
H -0.066 0.049 -0.058
H 0.081 0.147 0.041
H 0.058 -0.160 -0.142
H 0.100 0.101 -0.105
H 0.006 0.089 -0.034
H -0.165 0.018 -0.028
H -0.169 0.041 -0.058
H 0.051 -0.307 0.395
H -0.003 0.000 0.019
H 0.003 0.004 0.015
H 0.016 -0.010 -0.012
H -0.079 0.326 -0.151


(2)
ORCA calculation (ωB97M-V/def2-TZVPD) on C32H34AsClOZr as an isolated structure at a distorted geometry.

Net charge ... +2
Frontier orbital gap ... 5.251 eV
Highest occupied orbital energy ... -13.10 eV
Relative energy (zero: lowest compared OMol25 entry of this formula, charge and spin) ... 0.000 eV

Last column: Mulliken charge in e.
Atoms and positions in Å:
Zr  0.14088  0.19857  -0.07202  1.319
As  0.43567  0.65924  3.59899  1.557
Cl  0.66067  1.95914  -1.44791  -0.551
O  0.39858  0.70829  1.82565  -0.170
C  2.24868  -0.73026  -1.34316  -0.721
C  -1.81327  3.80173  5.23087  -0.815
C  1.13330  -1.63491  -1.38112  -0.413
C  -1.85600  -0.65251  -1.21570  -0.616
C  0.00932  -0.60772  -6.53950  -1.199
C  -1.43950  2.55456  4.71989  -0.365
C  -1.98707  -1.70675  6.05811  -0.750
C  -2.17034  -2.87909  5.31773  -0.583
C  2.47566  -0.87206  4.93251  -0.136
C  -2.20242  -0.00646  0.98492  -0.463
C  4.84205  -0.36991  4.88070  -0.493
C  0.70617  3.47462  4.04281  -0.378
C  1.63980  1.32870  -6.35005  -1.163
C  0.95204  -2.13636  -0.04816  -0.729
C  4.60333  0.69500  4.00857  -0.978
C  -0.93453  4.88467  5.13074  -0.472
C  3.78239  -1.15733  5.33767  -0.766
C  -1.60305  -2.99827  4.04413  -0.649
C  -0.85938  -1.94232  3.50319  -0.001
C  2.68107  -0.60107  0.01008  -0.658
C  2.23733  0.19996  4.05823  0.542
C  0.32335  4.72456  4.53880  -0.810
C  -2.32371  1.15268  0.16212  -0.882
C  -0.16748  2.38472  4.15302  0.671
C  -1.24945  -0.64814  5.51923  -0.645
C  3.30188  0.96765  3.57493  -0.352
C  -2.14073  0.75102  -1.19221  -0.620
C  1.89489  -1.48443  0.80598  -0.438
C  0.25918  0.83433  -6.42642  1.234
C  -0.70525  -0.75426  4.22814  -0.217
C  -1.92690  -1.13060  0.14051  -0.464
C  -0.87032  1.77143  -6.40370  -1.179
H  -0.03738  -0.95455  -7.58682  0.347
H  -2.56938  2.15317  0.51676  0.455
H  -1.13473  2.13512  -7.41217  0.353
H  1.63682  -1.46633  5.29121  0.370
H  -1.72517  -3.91735  3.46558  0.437
H  0.79998  -1.19647  -6.05189  0.376
H  -1.80734  -1.27690  -2.10774  0.580
H  1.70475  2.24390  -5.74175  0.387
H  -0.94641  -0.89045  -6.07546  0.377
H  5.42437  1.32170  3.65981  0.418
H  -1.92727  -2.17150  0.46474  0.606
H  2.09243  -1.72748  1.84689  0.728
H  -1.23168  5.85964  5.51785  0.398
H  3.52833  -0.01447  0.36373  0.512
H  3.95780  -1.99321  6.01515  0.426
H  -2.42058  -0.05638  2.05121  0.778
H  0.67302  -2.03730  -2.28671  0.589
H  -0.40212  -2.04629  2.51799  0.247
H  -1.09594  0.25840  6.10362  0.658
H  -0.63845  2.66137  -5.79943  0.386
H  -2.31337  1.37621  -2.06406  0.502
H  -2.11899  1.70798  4.78189  0.541
H  2.05178  1.58056  -7.34393  0.354
H  0.29821  -2.95263  0.24746  0.561
H  3.10676  1.77427  2.87093  0.500
H  1.68121  3.33290  3.58341  0.195
H  -1.77279  1.29915  -5.98424  0.371
H  -2.78914  3.91606  5.70809  0.411
H  -2.74836  -3.70492  5.73685  0.402
H  -2.41235  -1.60958  7.05908  0.440
H  1.01083  5.56780  4.45778  0.423
H  5.85754  -0.58824  5.20929  0.407
H  2.31200  0.57784  -5.90349  0.355
H  2.75768  -0.32308  -2.21455  0.465

Forces on the atoms, in the same order (eV/Å):
Zr -0.458 -1.524 0.824
As -0.202 -0.273 -2.238
Cl 0.646 1.835 -1.158
O 0.298 0.471 2.755
C -0.427 -0.697 0.493
C 0.159 -0.129 -0.248
C 1.102 -0.110 0.138
C -0.828 0.431 0.301
C -0.090 -0.505 0.925
C 0.191 0.048 0.079
C 0.099 0.018 -0.178
C 0.110 0.180 -0.083
C -0.021 0.264 -0.093
C -0.441 -0.440 -1.009
C -0.204 -0.005 0.019
C -0.129 -0.007 0.230
C 0.327 -0.022 0.968
C 0.648 0.172 0.270
C -0.297 -0.018 -0.179
C 0.073 -0.190 -0.025
C -0.184 0.089 -0.174
C 0.151 0.259 -0.012
C -0.092 -0.050 0.049
C -0.530 -0.403 -0.404
C 0.312 -0.057 0.297
C -0.102 -0.275 -0.197
C 0.301 -0.674 -0.116
C -0.104 0.393 0.367
C -0.028 -0.143 -0.123
C 0.124 -0.030 0.187
C -0.238 -0.798 0.454
C 0.005 -0.516 -1.023
C 0.070 0.056 -0.806
C -0.093 -0.190 0.482
C -0.501 0.673 0.228
C -0.323 0.095 0.954
H 0.060 0.384 0.027
H 0.218 -0.303 -0.180
H 0.270 -0.218 0.007
H 0.239 0.051 0.018
H 0.022 0.311 0.240
H -0.047 0.236 -0.335
H 0.144 0.241 0.367
H -0.121 -0.133 -0.358
H 0.114 0.196 -0.331
H -0.197 -0.231 0.080
H 0.174 0.427 -0.179
H -0.302 0.271 -0.170
H 0.107 -0.280 -0.076
H -0.392 -0.075 -0.134
H 0.008 0.251 -0.199
H 0.374 0.053 -0.345
H 0.083 0.275 0.472
H -0.134 0.043 0.228
H -0.049 -0.263 -0.050
H 0.069 -0.165 -0.346
H 0.438 -0.082 0.274
H 0.028 0.248 0.023
H -0.342 -0.112 0.015
H 0.094 0.324 -0.119
H 0.167 -0.103 0.118
H -0.115 0.186 0.152
H 0.266 0.070 -0.364
H 0.329 0.010 -0.222
H 0.191 0.271 -0.136
H 0.138 -0.059 -0.342
H -0.245 -0.247 0.031
H -0.255 0.081 -0.081
H -0.241 0.163 -0.384
H -0.417 0.254 0.344


> The lowest net charge belongs to which entry?

C49H59ClF5N7O14PS